(1)
{"formula": "C14H15AlO4P", "method": "the ωB97M-V functional and the def2-TZVPD basis", "symbols": ["Al", "O", "C", "C", "O", "C", "O", "C", "O", "C", "H", "H", "C", "H", "H", "C", "P", "C", "C", "C", "C", "C", "C", "C", "H", "H", "H", "H", "H", "H", "H", "H", "H", "H", "H"], "xyz": [[-1.4030, -1.0754, -1.0963], [-2.7759, -1.5373, 1.5935], [-2.2743, -1.3720, 0.5687], [-0.3734, -0.6909, -2.6491], [0.2747, -0.4442, -3.5702], [-2.2646, 0.6168, -1.2469], [-2.7691, 1.6506, -1.3259], [-0.5751, -2.7862, -0.9691], [-0.0569, -3.8124, -0.8798], [-3.3965, -2.1126, -1.6777], [-3.3829, -3.0990, -1.2275], [-4.1992, -1.4553, -1.3621], [-2.7047, -1.8648, -2.8484], [-2.9557, -1.0099, -3.4666], [-2.1393, -2.6536, -3.3321], [2.0517, -0.5089, -0.5623], [0.4059, -0.1060, 0.2581], [0.5809, -1.4757, 1.5509], [1.1170, 1.4355, 1.0283], [2.2673, 1.3900, 1.8506], [2.7778, 2.5521, 2.4284], [2.1468, 3.7739, 2.2079], [1.0008, 3.8322, 1.4075], [0.4880, 2.6682, 0.8207], [2.0085, -1.5380, -0.9738], [2.9254, -0.4701, 0.1109], [2.2171, 0.1929, -1.4057], [1.5159, -1.3423, 2.1246], [-0.2476, -1.4165, 2.2826], [0.6398, -2.4929, 1.1383], [2.7839, 0.4667, 2.0600], [3.6630, 2.5009, 3.0508], [2.5443, 4.6731, 2.6607], [0.5109, 4.7827, 1.2445], [-0.4011, 2.7282, 0.2065]], "nbo_charge": [0.582, -0.217, 0.563, 0.559, -0.208, 0.560, -0.200, 0.584, -0.209, -0.387, 0.284, 0.285, -0.387, 0.285, 0.284, -0.883, 0.794, -0.918, -0.332, -0.148, -0.180, -0.124, -0.165, -0.208, 0.216, 0.307, 0.264, 0.313, 0.254, 0.237, 0.214, 0.264, 0.264, 0.256, 0.196], "charge": 3, "energy_ev": -38802.73561, "largest_force_ev_per_a": 8.625, "homo_lumo_gap_ev": 3.8, "e_above_lowest_kcal_mol": 38.66}

---

(2)
{"formula": "C21H37AsF6HgN6OS2SbSe", "method": "the ωB97M-V functional and the def2-TZVPD basis", "symbols": ["Hg", "F", "Sb", "F", "F", "F", "F", "F", "C", "S", "O", "C", "C", "C", "C", "C", "C", "H", "H", "H", "H", "H", "H", "H", "H", "C", "N", "C", "C", "N", "C", "C", "Se", "H", "H", "H", "H", "H", "H", "H", "H", "C", "As", "C", "C", "S", "H", "H", "H", "H", "H", "H", "H", "H", "H", "C", "N", "C", "N", "C", "N", "C", "N", "C", "C", "H", "H", "H", "H", "H", "H", "H", "H", "H", "H", "H", "H"], "xyz": [[-0.4376, 1.2983, -0.2709], [0.8818, -1.2448, -0.5747], [1.3118, -2.2993, 1.0019], [0.7620, -0.7079, 1.9026], [3.0738, -1.6333, 0.7780], [1.8899, -3.0673, 2.6092], [1.6420, -3.7408, -0.1503], [-0.4257, -2.9797, 1.3063], [-3.3219, -2.6604, -0.5598], [-1.7784, -1.8315, -0.8972], [-2.0900, -0.3595, -0.6296], [-1.7414, -2.0121, -2.6617], [-0.7242, -2.7903, -3.1927], [-0.6172, -2.9004, -4.5739], [-1.5105, -2.2284, -5.3942], [-2.5266, -1.4497, -4.8469], [-2.6459, -1.3402, -3.4723], [-4.1307, -2.1973, -1.1228], [-3.4885, -2.5878, 0.5136], [-3.1973, -3.7063, -0.8389], [-0.0144, -3.2797, -2.5346], [0.1732, -3.4986, -5.0063], [-1.4167, -2.3083, -6.4690], [-3.2219, -0.9346, -5.4976], [-3.4188, -0.7318, -3.0202], [-3.9614, 1.3349, 1.5292], [-4.3648, 1.2972, 0.1299], [-5.4023, 0.5376, -0.3607], [-5.4418, 0.7315, -1.6965], [-4.4215, 1.6060, -2.0042], [-4.0861, 2.0839, -3.3382], [-3.7602, 1.9350, -0.8828], [-2.3128, 3.1159, -0.7959], [-4.7016, 1.8776, 2.1136], [-3.0028, 1.8397, 1.6028], [-3.8631, 0.3160, 1.8972], [-6.0239, -0.0602, 0.2816], [-6.1081, 0.3433, -2.4462], [-4.8712, 1.7685, -4.0206], [-3.1308, 1.6673, -3.6541], [-4.0172, 3.1683, -3.3357], [2.1638, 0.7862, 4.1244], [2.4353, 1.9468, 2.6238], [3.8636, 1.2791, 1.5367], [3.0919, 3.5895, 3.3737], [0.6534, 2.5664, 1.6073], [3.1050, 0.7204, 4.6691], [1.8434, -0.1963, 3.7863], [1.3974, 1.2328, 4.7549], [4.7568, 1.2637, 2.1620], [4.0182, 1.9558, 0.6993], [3.6350, 0.2711, 1.1907], [3.9652, 3.3789, 3.9899], [2.3079, 4.0389, 3.9792], [3.3584, 4.2664, 2.5654], [2.4376, 1.2393, -1.5699], [3.4064, 1.3636, -2.6395], [3.1959, 2.6430, -3.3217], [1.8427, 2.7440, -3.8793], [0.8848, 2.6120, -2.8016], [1.0380, 1.3104, -2.0872], [0.8683, 0.2182, -3.0880], [1.8270, 0.3363, -4.1678], [3.1795, 0.2801, -3.6020], [1.6481, 1.6354, -4.8193], [2.5638, 2.0553, -0.8549], [2.5598, 0.2838, -1.0583], [3.9208, 2.7392, -4.1301], [3.3515, 3.4587, -2.6133], [-0.1330, 2.6705, -3.1919], [1.0285, 3.4180, -2.0776], [-0.1475, 0.2738, -3.4847], [1.0031, -0.7297, -2.5758], [3.9070, 0.3642, -4.4096], [3.3182, -0.6786, -3.0997], [0.6401, 1.6921, -5.2355], [2.3679, 1.7299, -5.6326]], "mulliken_charge": [2.413, -0.297, 2.245, -0.586, -0.654, -0.531, -0.550, -0.589, -1.250, 0.511, -0.726, 0.159, -0.586, -0.522, -0.607, -0.682, -0.087, 0.367, 0.456, 0.433, 0.445, 0.456, 0.423, 0.421, 0.279, -0.858, 0.354, -0.654, -0.415, 0.309, -0.896, -0.230, -0.275, 0.350, 0.262, 0.309, 0.533, 0.495, 0.315, 0.222, 0.418, -0.957, 0.765, -0.710, -1.115, -0.666, 0.413, 0.220, 0.364, 0.541, 0.358, 0.006, 0.412, 0.387, 0.374, -0.441, 0.131, -0.727, 0.108, -0.797, -0.133, 0.135, 0.170, -0.692, -0.778, 0.372, -0.103, 0.348, 0.338, 0.279, 0.183, -0.277, -0.102, 0.373, 0.359, 0.355, 0.331], "charge": 1, "energy_ev": -208237.46014, "largest_force_ev_per_a": 0.374, "homo_lumo_gap_ev": 8.5, "e_above_lowest_kcal_mol": 15.86}

---

(3)
{"formula": "C3H16N2O3", "method": "the ωB97M-V functional and the def2-TZVPD basis", "symbols": ["C", "C", "C", "N", "N", "H", "H", "H", "H", "H", "H", "H", "H", "H", "H", "H", "H", "O", "H", "H", "O", "H", "H", "O"], "xyz": [[1.1952, 0.1708, 1.1035], [-0.1477, 0.9323, 1.0172], [-1.2894, -0.0890, 1.0403], [-2.5461, 0.5862, 1.1102], [2.2800, 1.1009, 0.9507], [1.1664, -0.3674, 2.0570], [1.1873, -0.5605, 0.2925], [-0.2537, 1.6013, 1.8735], [-0.2643, 1.5702, 0.1354], [-1.2261, -0.7875, 1.8833], [-1.1174, -0.7508, 0.1613], [-2.6124, 1.3854, 0.4858], [-3.4041, 0.0298, 1.0858], [3.1874, 0.7471, 0.7089], [2.3408, 1.7787, 1.6960], [0.8435, 1.8923, -2.2024], [2.0504, 1.1606, -1.9904], [1.2287, 1.0486, -2.4593], [-0.1436, -2.7105, -1.0806], [-1.3845, -2.6257, -0.0746], [-0.5593, -3.0527, -0.2538], [0.4166, -0.5398, -2.7268], [-0.9304, -1.1257, -2.2965], [-0.0175, -1.3948, -2.5172]], "mulliken_spin": [0.004, 0.025, 0.061, 0.777, 0.001, 0.004, 0.000, -0.009, -0.002, 0.041, 0.100, -0.015, -0.011, 0.000, 0.000, 0.000, 0.000, 0.000, -0.002, -0.001, 0.027, 0.000, -0.001, 0.000], "charge": 1, "energy_ev": -12483.96331, "s_squared": 0.755, "multiplicity": 2, "largest_force_ev_per_a": 2.953, "homo_lumo_gap_ev": [9.2, 3.9], "e_above_lowest_kcal_mol": 18.36}

---

(4)
{"formula": "C50H44BN12PRbS", "method": "the ωB97M-V functional and the def2-TZVPD basis", "symbols": ["Rb", "C", "C", "N", "N", "C", "B", "N", "C", "C", "C", "N", "N", "C", "C", "C", "N", "N", "C", "C", "C", "N", "H", "H", "H", "H", "H", "H", "H", "H", "H", "H", "H", "H", "N", "C", "S", "N", "N", "C", "C", "C", "C", "C", "C", "C", "C", "C", "C", "C", "C", "N", "H", "H", "H", "H", "H", "H", "H", "H", "H", "H", "H", "C", "C", "C", "C", "C", "C", "P", "C", "C", "C", "C", "C", "C", "C", "C", "C", "C", "C", "C", "H", "H", "H", "H", "H", "H", "H", "H", "H", "H", "H", "H", "H", "H", "C", "C", "C", "C", "C", "C", "C", "H", "H", "H", "H", "H", "H", "H"], "xyz": [[-0.3844, 0.0430, -0.4504], [-1.3989, -4.6917, 0.2381], [-0.9218, -3.8909, -0.8160], [-1.7457, -2.8814, -1.0550], [-2.7554, -2.9972, -0.1774], [-2.5723, -4.0792, 0.6156], [-3.9413, -2.0089, -0.0144], [-4.0742, -1.0401, -1.2019], [-5.2485, -0.6395, -1.7457], [-4.9667, 0.2715, -2.7376], [-3.5630, 0.3688, -2.7216], [-3.0454, -0.4195, -1.7973], [-3.7528, -1.2286, 1.3001], [-4.0708, -1.5879, 2.5666], [-3.5603, -0.6317, 3.4169], [-2.9239, 0.2869, 2.5627], [-3.0395, -0.0853, 1.3008], [-5.2285, -2.8801, 0.0065], [-5.5088, -3.7867, -0.9556], [-6.7249, -4.3590, -0.6614], [-7.1184, -3.7205, 0.5277], [-6.2147, -2.8343, 0.9177], [-0.9460, -5.5708, 0.6649], [-0.0241, -4.0148, -1.4036], [-3.2861, -4.3403, 1.3811], [-6.1955, -1.0197, -1.4003], [-5.6669, 0.7889, -3.3716], [-2.9235, 0.9699, -3.3504], [-4.6673, -2.4569, 2.7732], [-3.6248, -0.6080, 4.4920], [-2.4018, 1.1997, 2.8075], [-4.8225, -3.9538, -1.7703], [-7.2523, -5.1152, -1.2182], [-8.0116, -3.8703, 1.1146], [2.7671, -3.7504, -2.2011], [2.9590, -2.3777, -2.0576], [4.0079, -1.8450, -0.8306], [2.3865, -1.6449, -2.9671], [1.8755, -0.4517, -2.8653], [1.9985, 0.3839, -3.8593], [2.9298, 0.1215, -4.9922], [2.8280, -1.0369, -5.7625], [3.7122, -1.2765, -6.8031], [4.7298, -0.3738, -7.0798], [4.8607, 0.7668, -6.2992], [3.9742, 1.0059, -5.2614], [1.1860, 1.5981, -3.8759], [1.0750, 2.3777, -5.0435], [0.2549, 3.4888, -5.0431], [-0.4418, 3.8251, -3.8904], [-0.2720, 3.0080, -2.7815], [0.5015, 1.9310, -2.7713], [3.5028, -4.2964, -1.7868], [2.4931, -4.0504, -3.1251], [2.0341, -1.7361, -5.5406], [3.6048, -2.1696, -7.4080], [5.4136, -0.5575, -7.9002], [5.6636, 1.4667, -6.5004], [4.0873, 1.8842, -4.6361], [1.6127, 2.0993, -5.9384], [0.1493, 4.0873, -5.9413], [-1.0924, 4.6882, -3.8525], [-0.7754, 3.2280, -1.8427], [4.5283, 1.9904, -0.7325], [4.5517, 1.2816, 0.4615], [3.4562, 1.3201, 1.3054], [2.3297, 2.0804, 0.9802], [2.3104, 2.7774, -0.2216], [3.4073, 2.7297, -1.0728], [0.8918, 1.9823, 2.1191], [1.6979, 2.6274, 3.6519], [2.7930, 3.4905, 3.6763], [3.3107, 3.9388, 4.8824], [2.7448, 3.5332, 6.0842], [1.6372, 2.6982, 6.0723], [1.1165, 2.2569, 4.8644], [-0.1294, 3.4123, 1.6198], [-0.0551, 4.6921, 2.1791], [-0.9739, 5.6535, 1.7843], [-1.9624, 5.3212, 0.8641], [-1.9954, 4.0494, 0.2974], [-1.0796, 3.0461, 0.6518], [5.3769, 1.9410, -1.4039], [5.4107, 0.6749, 0.7179], [3.4640, 0.7564, 2.2334], [1.4372, 3.3566, -0.4914], [3.3785, 3.2680, -2.0139], [3.2375, 3.8145, 2.7430], [4.1622, 4.6102, 4.8881], [3.1695, 3.8639, 7.0250], [1.1869, 2.3825, 7.0064], [0.2469, 1.6086, 4.8449], [0.6944, 4.9480, 2.9205], [-0.9348, 6.6520, 2.2087], [-2.7051, 6.0717, 0.5972], [-2.7783, 3.8281, -0.4289], [0.4963, -1.9708, 2.3233], [0.6550, -2.7724, 3.4438], [1.8720, -2.7919, 4.1829], [2.0222, -3.5911, 5.2909], [0.9750, -4.4010, 5.7343], [-0.2319, -4.3968, 5.0316], [-0.3935, -3.6141, 3.9135], [1.3051, -1.3398, 1.9789], [-0.4371, -1.9737, 1.7770], [2.6850, -2.1607, 3.8437], [2.9611, -3.5940, 5.8328], [1.0964, -5.0231, 6.6120], [-1.0495, -5.0178, 5.3798], [-1.3259, -3.6207, 3.3609]], "mulliken_spin": [-0.016, 0.010, -0.003, 0.001, 0.001, -0.008, 0.003, 0.000, 0.000, 0.000, 0.000, -0.001, 0.001, 0.000, -0.002, 0.003, 0.001, 0.000, 0.000, 0.000, 0.000, 0.000, 0.001, -0.002, 0.000, 0.000, 0.000, 0.000, 0.000, 0.000, -0.002, 0.000, 0.000, 0.000, 0.000, 0.000, 0.001, 0.000, 0.001, -0.002, 0.000, 0.000, 0.000, 0.000, 0.000, 0.000, 0.001, 0.000, 0.000, 0.000, 0.000, 0.000, 0.000, 0.000, 0.000, 0.000, 0.000, 0.000, 0.000, 0.000, 0.000, 0.000, 0.000, 0.000, 0.000, -0.002, -0.004, 0.001, 0.000, 0.013, -0.008, 0.000, 0.000, 0.000, 0.000, 0.002, 0.000, 0.000, 0.000, 0.000, -0.001, 0.003, 0.000, 0.000, 0.000, 0.000, 0.000, 0.000, 0.000, 0.000, 0.000, 0.000, 0.000, 0.000, 0.000, 0.000, 0.087, 0.082, 0.196, -0.117, 0.239, -0.126, 0.186, 0.110, 0.264, 0.023, -0.006, 0.022, -0.007, 0.055], "charge": -2, "energy_ev": -91902.83325, "s_squared": 0.793, "multiplicity": 2, "largest_force_ev_per_a": 1.547, "homo_lumo_gap_ev": [5.5, 5.4], "e_above_lowest_kcal_mol": 7.68}

---

(5)
{"formula": "C4H14GaNP", "method": "the ωB97M-V functional and the def2-TZVPD basis", "symbols": ["C", "C", "P", "C", "Ga", "C", "N", "H", "H", "H", "H", "H", "H", "H", "H", "H", "H", "H", "H", "H", "H"], "xyz": [[2.0335, -0.8552, 1.2281], [2.2805, -0.0553, -0.0833], [0.7626, 0.8886, -0.6541], [0.3099, 2.1397, 0.6661], [-0.9972, -0.6903, -0.6236], [-2.1830, -0.3685, -2.2668], [-1.9259, -0.4632, 1.0774], [2.9559, -1.1066, 1.7682], [1.5595, -1.8008, 0.9555], [1.3384, -0.3624, 1.9080], [2.6325, -0.7578, -0.8352], [3.0761, 0.6750, 0.1159], [-0.6666, 2.5460, 0.4058], [0.2003, 1.6571, 1.6439], [1.0411, 2.9498, 0.7224], [-0.3896, -2.1937, -0.7325], [-3.1775, 0.0471, -2.0580], [-2.3248, -1.2853, -2.8515], [-1.6742, 0.3403, -2.9348], [-2.8002, 0.0268, 0.9784], [-2.0513, -1.3312, 1.5700]], "nbo_charge": [-0.625, -0.673, 0.122, -0.909, 1.047, -1.161, -1.350, 0.175, 0.217, 0.207, 0.215, 0.191, 0.223, 0.211, 0.197, -0.369, 0.191, 0.198, 0.204, 0.343, 0.347], "charge": -1, "energy_ev": -67530.85456, "largest_force_ev_per_a": 1.943, "homo_lumo_gap_ev": 7.0}

---

(6)
{"formula": "C5H7N3", "method": "the ωB97M-V functional and the def2-TZVPD basis", "symbols": ["C", "C", "C", "C", "C", "H", "H", "H", "H", "H", "H", "H", "N", "N", "N"], "xyz": [[-1.8421, 0.7414, 0.4388], [-1.6842, -0.7597, 0.0484], [-0.5113, -1.2955, -0.2325], [1.1810, 0.5652, -0.4998], [2.4201, 0.7536, 0.0073], [-0.7685, 1.0994, 0.6967], [-2.4732, 0.8264, 1.3296], [-2.2317, 1.3446, -0.3287], [-2.6750, -1.2536, -0.2181], [-0.5065, -2.3148, -0.7311], [0.5675, 1.2358, -1.0374], [3.1093, 1.5475, -0.1511], [0.7601, -0.6755, -0.1499], [2.8182, -0.4988, 0.4242], [1.8362, -1.3158, 0.4037]], "nbo_charge": [-0.654, -0.163, -0.044, -0.058, -0.143, 0.216, 0.223, 0.219, 0.222, 0.225, 0.223, 0.222, -0.227, -0.219, -0.042], "smiles": "C/C=C\\n1ccnn1", "energy_ev": -9766.45139, "largest_force_ev_per_a": 3.818, "homo_lumo_gap_ev": 10.5, "e_above_lowest_kcal_mol": 67.71}

---

Please write out number 6 again, unchanged.
{"formula": "C5H7N3", "method": "the ωB97M-V functional and the def2-TZVPD basis", "symbols": ["C", "C", "C", "C", "C", "H", "H", "H", "H", "H", "H", "H", "N", "N", "N"], "xyz": [[-1.8421, 0.7414, 0.4388], [-1.6842, -0.7597, 0.0484], [-0.5113, -1.2955, -0.2325], [1.1810, 0.5652, -0.4998], [2.4201, 0.7536, 0.0073], [-0.7685, 1.0994, 0.6967], [-2.4732, 0.8264, 1.3296], [-2.2317, 1.3446, -0.3287], [-2.6750, -1.2536, -0.2181], [-0.5065, -2.3148, -0.7311], [0.5675, 1.2358, -1.0374], [3.1093, 1.5475, -0.1511], [0.7601, -0.6755, -0.1499], [2.8182, -0.4988, 0.4242], [1.8362, -1.3158, 0.4037]], "nbo_charge": [-0.654, -0.163, -0.044, -0.058, -0.143, 0.216, 0.223, 0.219, 0.222, 0.225, 0.223, 0.222, -0.227, -0.219, -0.042], "smiles": "C/C=C\\n1ccnn1", "energy_ev": -9766.45139, "largest_force_ev_per_a": 3.818, "homo_lumo_gap_ev": 10.5, "e_above_lowest_kcal_mol": 67.71}